Record 1
A cluster of 2 separate species, C6H16O in total. Source: the OMol25 dataset; level of theory: the ωB97M-V functional and the def2-TZVPD basis.

Geometry (Å):
C -1.408 1.245 2.294
C -1.408 0.478 0.956
C -0.093 0.523 0.154
C 1.050 -0.277 0.738
C 1.209 -1.562 0.113
C 1.627 -1.538 -1.370
H -1.681 0.497 3.168
H -0.441 1.785 2.433
H -2.253 1.873 2.233
H -1.580 -0.591 1.231
H -2.161 0.633 0.266
H -0.224 -0.013 -0.974
H 0.263 1.469 -0.127
H 0.881 -0.299 1.970
H 2.016 0.256 0.745
H 1.793 -2.300 0.589
H 0.169 -2.057 0.096
H 1.583 -0.495 -1.894
H 0.943 -2.236 -1.830
H 2.623 -2.052 -1.387
O -1.256 1.483 -3.345
H -0.620 0.872 -3.291
H -1.033 2.306 -2.767

Summary:
charge = 0
E = -8526.801 eV
HOMO energy = -10.59 eV
maximum force = 0.1386 hartree/bohr
structure (SMILES) = CCCCCC.O
frontier orbital gap = 11.42 eV



Record 2
An isolated molecule of C4H5ClN2S. Source: the OMol25 dataset; level of theory: the ωB97M-V functional and the def2-TZVPD basis.

Geometry (Å):
Cl 2.776 0.246 -0.301
C 1.445 -0.961 -0.058
C 0.217 -0.549 0.372
C -0.860 -1.298 0.604
S -2.075 -0.515 -0.482
N -2.095 1.141 -0.259
C -0.985 1.584 0.287
N 0.166 0.737 0.626
H 2.034 -1.920 0.222
H -0.665 -2.288 0.072
H -1.078 -1.586 1.686
H -0.733 2.650 0.653
H 1.056 1.406 0.377

Summary:
charge = 0
E = -30563.761 eV
HOMO energy = -8.04 eV
maximum force = 0.1743 hartree/bohr
structure (SMILES) = Cl/C=C1/CSN=CN1
frontier orbital gap = 8.63 eV



Record 3
A structure of composition C22H25AsClMoN2O. Source: the OMol25 dataset; level of theory: the ωB97M-V functional and the def2-TZVPD basis.

Geometry (Å):
Mo -0.310 0.663 0.158
Cl -3.593 2.084 6.530
C -2.836 2.021 5.007
C -2.688 3.187 4.253
C -2.068 3.168 3.006
C -1.617 1.963 2.528
O -1.042 1.903 1.281
C -1.730 0.775 3.266
C -1.091 -0.429 2.858
N -0.364 -0.605 1.784
C 0.456 -1.797 1.644
C 0.521 -2.853 2.513
C 1.441 -3.901 2.291
C 2.310 -3.860 1.237
C 2.274 -2.766 0.339
C 3.181 -2.609 -0.731
C 3.123 -1.492 -1.537
C 2.139 -0.546 -1.299
N 1.231 -0.672 -0.315
C 1.321 -1.757 0.540
C -2.349 0.816 4.524
H -3.059 4.122 4.654
H -1.950 4.074 2.427
H -1.163 -1.260 3.553
H -0.106 -2.916 3.393
H 1.467 -4.729 2.986
H 3.040 -4.646 1.088
H 3.937 -3.366 -0.902
H 3.822 -1.339 -2.347
H 2.068 0.333 -1.926
H -2.434 -0.080 5.127
C -4.477 1.753 -0.005
C -4.123 0.288 -0.228
As -2.426 0.024 -1.127
C -2.061 1.450 -2.409
C -0.534 1.581 -2.475
C -2.466 -1.683 -2.038
C -2.611 -2.851 -1.068
H -5.360 1.808 0.632
H -4.722 2.254 -0.940
H -3.681 2.313 0.488
H -4.844 -0.212 -0.879
H -4.076 -0.280 0.701
H -2.539 2.366 -2.066
H -2.466 1.193 -3.387
H -0.075 1.858 -1.488
H -0.180 2.398 -3.103
H -0.073 0.658 -2.832
H -1.569 -1.761 -2.652
H -3.326 -1.582 -2.704
H -1.775 -2.907 -0.367
H -2.629 -3.783 -1.632
H -3.539 -2.800 -0.500

Summary:
charge = +3
E = -103436.749 eV
HOMO energy (spin up / spin down) = -17.38 / -17.42 eV
spin multiplicity = 3
maximum force = 0.0188 hartree/bohr
frontier orbital gap (spin up / spin down) = 5.54 / 5.88 eV



Record 4
A cluster of 6 separate species, C12H22B4F16N4 in total. Source: the OMol25 dataset; level of theory: the ωB97M-V functional and the def2-TZVPD basis.

Geometry (Å):
C 2.452 1.612 -3.753
C 1.601 2.451 -2.849
N 0.463 1.698 -2.301
C -0.894 2.128 -2.413
C -1.688 1.245 -1.705
N -0.881 0.245 -1.175
C 0.389 0.576 -1.404
C -1.316 -0.841 -0.445
H 2.242 1.503 -4.817
H 2.499 0.606 -3.336
H 3.473 1.995 -3.754
H 1.197 3.399 -3.203
H 2.207 2.825 -2.024
H -1.084 2.854 -3.189
H -2.768 1.226 -1.689
H 1.242 0.092 -0.950
H -2.232 -1.361 -0.728
H -1.428 -0.478 0.576
H -0.646 -1.700 -0.416
C 1.004 -4.480 1.089
C 0.989 -3.873 2.537
N -0.004 -2.935 2.680
C -1.287 -3.022 2.245
C -1.981 -1.893 2.555
N -1.072 -1.075 3.245
C 0.164 -1.716 3.226
C -1.308 0.356 3.784
H 1.617 -5.379 1.162
H 1.254 -3.742 0.327
H 0.042 -4.982 0.984
H 1.922 -3.312 2.486
H 1.005 -4.461 3.455
H -1.750 -3.703 1.546
H -3.027 -1.622 2.530
H 1.103 -1.319 3.583
H -1.863 0.954 3.062
H -0.329 0.772 4.023
H -1.751 0.393 4.780
B 3.325 -2.283 -2.118
F 1.950 -2.346 -2.401
F 3.654 -3.364 -1.367
F 4.123 -2.284 -3.182
F 3.683 -1.114 -1.441
B 2.285 1.017 1.868
F 2.861 1.487 0.756
F 1.966 1.918 2.831
F 1.033 0.521 1.467
F 3.010 -0.016 2.491
B -0.606 5.788 -1.974
F 0.686 5.996 -2.448
F -0.456 4.747 -1.025
F -0.961 7.027 -1.475
F -1.382 5.469 -3.070
B -4.986 0.485 0.303
F -4.328 -0.364 1.183
F -4.466 0.148 -0.936
F -6.371 0.314 0.362
F -4.580 1.817 0.448

Summary:
charge = -1
E = -64969.121 eV
HOMO energy (spin up / spin down) = -8.76 / -8.76 eV
spin multiplicity = 2
maximum force = 0.1051 hartree/bohr
frontier orbital gap (spin up / spin down) = 8.99 / 4.84 eV



Record 5
The ion C18H23N2S with charge +1. Source: the OMol25 dataset; level of theory: the ωB97M-V functional and the def2-TZVPD basis.

Geometry (Å):
C -2.359 -1.891 0.760
C -2.173 -0.577 0.231
N -0.766 -0.090 0.540
C 0.206 -0.967 0.302
N -0.091 -2.310 0.155
C -1.422 -2.826 0.133
C 0.897 -3.325 0.008
C 2.145 -3.115 0.759
C 2.864 -1.943 0.146
S 1.901 -0.413 0.145
H -2.237 -1.894 1.863
H -3.361 -2.193 0.524
H -2.266 -0.591 -0.874
H -2.901 0.170 0.643
H -1.423 -3.773 0.672
H -1.713 -3.157 -0.889
H 0.430 -4.239 0.365
H 1.084 -3.465 -1.066
H 1.974 -2.985 1.843
H 2.803 -4.016 0.667
H 3.782 -1.711 0.718
H 3.114 -2.147 -0.899
C 0.182 2.073 1.656
C -0.959 2.682 2.546
C -2.182 2.495 1.691
C -1.905 1.889 0.548
C -0.537 1.358 0.437
C 0.232 1.618 -0.812
C -0.473 1.523 -2.087
C 0.272 1.625 -3.279
C 1.579 2.016 -3.293
C 2.227 2.432 -2.078
C 1.460 2.331 -0.864
H 0.511 3.037 1.136
H 1.082 1.596 2.193
H -0.924 2.159 3.481
H -0.801 3.772 2.794
H -3.207 2.817 2.109
H -2.657 1.936 -0.320
H -1.526 1.312 -2.121
H -0.235 1.310 -4.222
H 2.205 1.991 -4.219
H 3.225 2.737 -2.049
H 1.945 2.748 0.010

Summary:
charge = +1
E = -32846.426 eV
HOMO energy = -11.79 eV
maximum force = 0.0928 hartree/bohr
frontier orbital gap = 9.15 eV



Record 6
A structure of composition C35H44GeKN6O2Se. Source: the OMol25 dataset; level of theory: the ωB97M-V functional and the def2-TZVPD basis.

Geometry (Å):
K -0.166 0.108 0.111
C 2.929 0.816 1.506
N 2.457 0.811 0.129
C 2.906 -0.370 -0.611
C 2.425 -0.366 -2.047
C 3.290 -0.094 -3.100
C 2.787 -0.071 -4.392
C 1.443 -0.332 -4.592
C 0.659 -0.620 -3.482
N 1.133 -0.636 -2.244
C 2.773 2.065 -0.541
C 1.753 2.537 -1.571
C 2.078 3.581 -2.436
C 1.089 4.107 -3.249
C -0.192 3.575 -3.186
C -0.409 2.507 -2.331
N 0.543 1.998 -1.550
C 2.341 -0.252 2.412
C 3.061 -0.723 3.508
C 2.438 -1.596 4.383
C 1.125 -1.980 4.142
C 0.500 -1.485 3.009
N 1.098 -0.639 2.172
H 2.615 1.768 1.942
H 4.031 0.760 1.563
H 2.495 -1.257 -0.124
H 4.008 -0.445 -0.603
H 4.338 0.101 -2.909
H 3.439 0.142 -5.231
H 1.010 -0.322 -5.584
H -0.397 -0.849 -3.586
H 3.775 2.047 -1.003
H 2.792 2.849 0.218
H 3.087 3.977 -2.459
H 1.311 4.927 -3.921
H -0.998 3.973 -3.788
H -1.383 2.031 -2.253
H 4.084 -0.406 3.672
H 2.970 -1.977 5.246
H 0.605 -2.657 4.806
H -0.518 -1.761 2.749
C -1.035 4.388 1.796
C -1.280 2.937 1.357
O -0.257 2.246 1.099
C -2.628 2.555 1.304
C -3.201 1.280 0.944
C -4.710 1.160 1.013
N -2.479 0.267 0.571
N -3.200 -0.874 0.195
C -2.475 -1.892 -0.203
O -1.203 -2.009 -0.261
C -3.305 -3.045 -0.714
C -4.648 -3.218 -0.374
C -5.369 -4.297 -0.865
C -4.764 -5.225 -1.708
C -3.432 -5.055 -2.059
C -2.711 -3.973 -1.563
H 0.032 4.603 1.733
H -1.367 4.540 2.827
H -1.582 5.092 1.163
H -3.340 3.323 1.586
H -5.161 2.101 1.330
H -4.990 0.368 1.710
H -5.108 0.868 0.041
H -5.102 -2.481 0.276
H -6.412 -4.415 -0.593
H -5.325 -6.073 -2.084
H -2.950 -5.767 -2.719
H -1.669 -3.828 -1.824
C 4.846 -6.375 0.900
Ge 3.604 -5.193 -0.064
C 2.615 -6.275 -1.354
C 4.684 -3.877 -1.036
C 2.449 -4.278 1.193
Se 0.831 -3.448 0.399
C -0.309 -4.943 0.887
H 5.518 -6.884 0.205
H 4.296 -7.133 1.463
H 5.450 -5.799 1.604
H 3.291 -6.664 -2.117
H 1.847 -5.667 -1.836
H 2.127 -7.118 -0.860
H 5.298 -4.362 -1.797
H 5.344 -3.350 -0.342
H 4.040 -3.141 -1.524
H 3.015 -3.468 1.664
H 2.138 -4.953 1.994
H 0.018 -5.851 0.382
H -1.322 -4.690 0.579
H -0.271 -5.084 1.966

Summary:
charge = -1
E = -188232.994 eV
HOMO energy = -2.65 eV
maximum force = 0.0279 hartree/bohr
frontier orbital gap = 4.74 eV